#1
Below is a 2-piece molecular cluster, C2H6N2S overall, with properties calculated with ωB97M-V with the def2-TZVPD basis set.

Values from the calculation:
LUMO energy ... 0.3954 eV
2S+1 ... 1
Frontier orbital gap ... 9.3 eV
Total charge ... 0

Geometry (Å):
1 C -0.866 0.380 -0.279
2 C 0.551 -0.126 -0.350
3 H -2.169 -0.197 1.511
4 H -2.489 -0.783 -0.466
5 H -1.001 1.377 0.354
6 H -1.113 0.409 -1.367
7 H 0.847 -1.179 -0.616
8 H 3.456 0.603 0.594
9 N -1.613 -0.730 0.342
10 N 1.434 0.631 0.251
11 S 2.963 -0.385 0.024



#2
Below is the molecule C2H6N2S, with properties calculated with ωB97M-V with the def2-TZVPD basis set.

Values from the calculation:
LUMO energy ... 0.7051 eV
SMILES string ... CNNC=S
2S+1 ... 1
Frontier orbital gap ... 9.0 eV
Total charge ... 0

Geometry (Å):
1 C -2.201 0.756 0.195
2 N -1.761 -0.542 -0.275
3 N -0.394 -0.645 0.127
4 C 0.585 0.013 -0.405
5 S 2.150 0.149 0.103
6 H -1.728 1.615 -0.306
7 H -3.261 0.773 -0.149
8 H -2.065 0.830 1.280
9 H -2.360 -1.221 0.171
10 H -0.353 -1.181 0.981
11 H 0.150 0.492 -1.326



#3
Below is C2H6N2S as an isolated structure, with properties calculated with ωB97M-V with the def2-TZVPD basis set.

Values from the calculation:
LUMO energy ... -0.4101 eV
2S+1 ... 1
Frontier orbital gap ... 7.9 eV
Total charge ... 0

Geometry (Å):
1 C -1.360 -0.180 -1.000
2 C 0.864 -0.538 -0.384
3 H -2.339 -0.994 -0.443
4 H -1.131 0.864 0.159
5 H -1.670 0.284 -2.315
6 H 1.654 -0.897 -0.834
7 H 2.454 0.746 0.501
8 H 0.271 0.454 3.105
9 N -0.161 -0.841 -1.153
10 N 1.243 0.081 0.706
11 S 0.175 1.020 1.659



#4
Below is the molecule C2H6N2S, with properties calculated with ωB97M-V with the def2-TZVPD basis set.

Values from the calculation:
LUMO energy ... 0.7744 eV
SMILES string ... CN(N)C=S
2S+1 ... 1
Frontier orbital gap ... 9.0 eV
Total charge ... 0

Geometry (Å):
1 C 0.551 1.101 1.798
2 N 0.045 0.186 0.771
3 N -0.702 -0.904 1.066
4 C 0.473 0.400 -0.447
5 S -0.186 -0.404 -1.749
6 H 0.546 0.661 2.845
7 H 1.572 1.398 1.533
8 H -0.023 1.992 1.734
9 H -1.640 -0.960 0.688
10 H -0.248 -1.753 0.825
11 H 1.219 1.143 -0.600



Least stable structure: #3



#1
Below is C2H6N2S as an isolated structure, with properties calculated with ωB97M-V with the def2-TZVPD basis set.

Values from the calculation:
LUMO energy ... 0.2352 eV
2S+1 ... 1
Frontier orbital gap ... 9.0 eV
Total charge ... 0

Geometry (Å):
1 C 0.025 -0.494 1.471
2 C 0.472 -0.767 -0.892
3 H -0.235 0.805 1.332
4 H -1.223 -1.169 1.379
5 H 1.098 -0.902 2.181
6 H 0.690 -1.105 -1.898
7 H -0.965 0.272 -2.163
8 H 0.738 2.236 0.016
9 N 0.862 -0.981 0.275
10 N -0.673 0.209 -1.111
11 S -0.790 1.897 -0.590



#2
Below is the molecule C2H6N2S, with properties calculated with ωB97M-V with the def2-TZVPD basis set.

Values from the calculation:
LUMO energy ... 0.6691 eV
SMILES string ... N/N=C\CS
2S+1 ... 1
Frontier orbital gap ... 9.9 eV
Total charge ... 0

Geometry (Å):
1 N 1.528 -1.015 0.076
2 N 1.495 0.175 -0.613
3 C 0.495 0.943 -0.484
4 C -0.727 0.684 0.345
5 S -1.666 -0.485 -0.535
6 H 0.553 -1.433 0.236
7 H 1.926 -1.706 -0.506
8 H 0.464 1.988 -0.904
9 H -0.455 0.318 1.345
10 H -1.345 1.617 0.545
11 H -2.268 -1.086 0.494



#3
Below is C2H6N2S as an isolated structure, with properties calculated with ωB97M-V with the def2-TZVPD basis set.

Values from the calculation:
LUMO energy ... -0.3000 eV
2S+1 ... 1
Frontier orbital gap ... 8.6 eV
Total charge ... 0

Geometry (Å):
1 C 0.946 -0.464 1.051
2 C 0.168 0.608 0.241
3 H 2.164 -0.709 0.974
4 H 0.443 -1.562 0.854
5 H 0.888 -0.098 2.142
6 H -0.523 2.218 0.077
7 H -0.958 1.058 -1.508
8 H -2.177 -1.435 -1.911
9 N -0.252 1.694 0.895
10 N -0.230 0.161 -1.070
11 S -0.469 -1.471 -1.745



Least stable structure: #1



#1
Below is a 2-piece molecular cluster, C2H6N2S overall, with properties calculated with ωB97M-V with the def2-TZVPD basis set.

Values from the calculation:
LUMO energy ... 0.7577 eV
2S+1 ... 1
Frontier orbital gap ... 8.8 eV
Total charge ... 0

Geometry (Å):
1 C 0.770 -1.308 0.248
2 C 0.114 -0.906 -1.050
3 N 1.133 -0.273 -0.663
4 N 1.843 0.761 -0.855
5 S -2.922 1.682 0.586
6 H 0.110 -1.191 1.064
7 H 1.513 -2.186 0.233
8 H -0.513 -1.165 -1.872
9 H -2.598 1.208 1.787
10 H 2.494 0.763 -0.072
11 H -1.943 2.614 0.594



#2
Below is C2H6N2S as an isolated structure, with properties calculated with ωB97M-V with the def2-TZVPD basis set.

Values from the calculation:
LUMO energy ... 0.6708 eV
2S+1 ... 1
Frontier orbital gap ... 9.3 eV
Total charge ... 0

Geometry (Å):
1 C -1.737 -0.470 0.085
2 C 0.329 0.690 0.198
3 H -2.084 0.520 -0.394
4 H -2.018 -0.319 1.213
5 H -2.090 -1.454 -0.453
6 H -0.145 1.712 0.143
7 H 2.018 1.364 -0.813
8 H 1.623 -1.836 -0.305
9 N -0.268 -0.493 0.069
10 N 1.687 0.836 0.114
11 S 2.686 -0.549 0.144



#3
Below is C2H6N2S as an isolated structure, with properties calculated with ωB97M-V with the def2-TZVPD basis set.

Values from the calculation:
LUMO energy ... -1.2904 eV
2S+1 ... 1
Frontier orbital gap ... 8.1 eV
Total charge ... 0

Geometry (Å):
1 C -0.912 -0.590 0.246
2 C 0.304 -0.416 -0.601
3 H -2.201 -0.519 -0.483
4 H -0.671 0.201 1.216
5 H -0.981 -1.861 0.841
6 H 1.415 -1.030 -2.041
7 H 2.274 0.735 0.111
8 H -1.036 2.043 1.883
9 N 0.572 -1.349 -1.423
10 N 1.189 0.675 0.116
11 S 0.047 2.112 0.136



#4
Below is the molecule C2H6N2S, with properties calculated with ωB97M-V with the def2-TZVPD basis set.

Values from the calculation:
LUMO energy ... 0.8279 eV
SMILES string ... [H]/N=C(/N)CS
2S+1 ... 1
Frontier orbital gap ... 9.9 eV
Total charge ... 0

Geometry (Å):
1 H 2.423 -1.405 -0.450
2 N 2.240 -0.441 -0.154
3 C 0.988 -0.094 0.011
4 N 0.853 1.263 0.087
5 C -0.217 -0.937 0.271
6 S -1.771 0.060 -0.052
7 H 0.172 1.709 0.611
8 H 1.677 1.889 -0.036
9 H -0.344 -1.292 1.304
10 H -0.284 -1.815 -0.506
11 H -1.577 0.390 -1.311



Least stable structure: #3



#1
Below is the molecule C2H6N2S, with properties calculated with ωB97M-V with the def2-TZVPD basis set.

Values from the calculation:
LUMO energy ... 0.8729 eV
SMILES string ... C/N=C/NS
2S+1 ... 1
Frontier orbital gap ... 9.6 eV
Total charge ... 0

Geometry (Å):
1 C 1.747 -0.417 -0.197
2 N 0.213 -0.580 -0.166
3 C -0.286 0.564 -0.072
4 N -1.774 0.859 -0.373
5 S -2.716 -0.609 -0.161
6 H 2.063 0.645 -0.078
7 H 2.123 -0.876 -1.104
8 H 2.015 -1.196 0.630
9 H 0.189 1.556 0.377
10 H -2.093 1.434 0.556
11 H -1.480 -1.381 0.586



#2
Below is the molecule C2H6N2S, with properties calculated with ωB97M-V with the def2-TZVPD basis set.

Values from the calculation:
LUMO energy ... 0.5795 eV
SMILES string ... [H]/N=C(\C)NS
2S+1 ... 1
Frontier orbital gap ... 8.9 eV
Total charge ... 0

Geometry (Å):
1 H 1.520 -1.354 0.701
2 N 0.386 -1.305 0.567
3 C 0.061 -0.311 -0.106
4 C 0.990 0.799 -0.887
5 N -1.289 -0.014 0.001
6 S -2.357 -0.798 1.139
7 H 0.600 1.053 -1.936
8 H 1.902 0.219 -0.828
9 H 1.193 1.609 -0.197
10 H -1.562 0.930 -0.696
11 H -1.443 -0.828 2.244



Least stable structure: #1



#1
Below is an isolated ion of composition C2H4NO2 and charge +1, with properties calculated with ωB97M-V with the def2-TZVPD basis set.

Values from the calculation:
LUMO energy ... -4.5453 eV
SMILES string ... [NH3+][C@H]1OC1=O
2S+1 ... 1
Frontier orbital gap ... 11.2 eV
Total charge ... +1

Geometry (Å):
1 N 1.016 0.195 0.339
2 C -0.102 -0.311 -0.540
3 O -1.033 -1.127 0.210
4 C -1.511 0.020 -0.089
5 O -2.511 0.725 0.124
6 H 0.912 1.088 0.844
7 H 1.798 0.341 -0.347
8 H 1.139 -0.432 1.033
9 H 0.293 -0.498 -1.574



#2
Below is a 2-piece molecular cluster, C2H4NO2 overall, with properties calculated with ωB97M-V with the def2-TZVPD basis set.

Values from the calculation:
LUMO energy ... -5.7385 eV
2S+1 ... 1
Frontier orbital gap ... 11.2 eV
Total charge ... +1

Geometry (Å):
1 C 1.649 0.453 -0.972
2 C -1.974 -0.801 1.057
3 N 0.508 0.092 -0.817
4 O 3.136 1.009 -1.127
5 O -0.909 -0.265 1.222
6 H 2.962 1.747 -1.752
7 H -0.358 -0.292 0.301
8 H -2.407 -1.217 0.141
9 H -2.608 -0.727 1.946



Least stable structure: #2



#1
Below is C3H8NO as an isolated structure, with properties calculated with ωB97M-V with the def2-TZVPD basis set.

Values from the calculation:
LUMO energy ... -3.4707 eV
2S+1 ... 1
Frontier orbital gap ... 12.7 eV
Total charge ... +1

Geometry (Å):
1 C 0.276 -1.216 0.053
2 C 1.063 -0.111 -0.315
3 C -1.501 0.621 0.034
4 N -0.229 0.074 0.434
5 O 2.168 0.389 0.195
6 H -0.261 -1.733 -0.742
7 H 0.477 -2.036 0.845
8 H 0.967 0.344 -1.579
9 H -1.678 0.055 -0.827
10 H -2.250 0.372 0.677
11 H -1.415 1.656 -0.041
12 H 0.009 0.207 1.390
13 H 2.373 1.377 -0.124



#2
Below is a 2-piece molecular cluster, C3H8NO overall, with properties calculated with ωB97M-V with the def2-TZVPD basis set.

Values from the calculation:
LUMO energy ... -4.4519 eV
2S+1 ... 1
Frontier orbital gap ... 8.3 eV
Total charge ... +1

Geometry (Å):
1 C -1.445 1.432 0.080
2 C 0.671 -1.032 -1.200
3 C 0.476 -0.946 0.239
4 N 1.344 -0.428 1.043
5 O -2.296 2.232 0.608
6 H -1.379 1.706 -0.994
7 H 0.821 -2.083 -1.470
8 H 1.520 -0.453 -1.552
9 H -0.238 -0.730 -1.721
10 H -0.420 -1.383 0.668
11 H -2.444 2.090 1.565
12 H 2.202 -0.012 0.691
13 H 1.188 -0.393 2.043



#3
Below is a 2-piece molecular cluster, C3H8NO overall, with properties calculated with ωB97M-V with the def2-TZVPD basis set.

Values from the calculation:
LUMO energy ... -5.0395 eV
2S+1 ... 1
Frontier orbital gap ... 9.2 eV
Total charge ... +1

Geometry (Å):
1 C 2.550 -1.508 0.188
2 N 1.895 -0.635 0.829
3 H 2.158 -1.754 -0.797
4 H 3.425 -2.034 0.545
5 H 2.266 -0.357 1.729
6 H 1.014 -0.162 0.544
7 O -0.404 0.581 0.143
8 C -1.611 0.720 0.090
9 C -2.382 0.930 -1.184
10 H -2.179 0.961 1.002
11 H -1.685 1.263 -1.946
12 H -2.706 -0.092 -1.437
13 H -3.263 1.517 -0.952



#4
Below is a 2-piece molecular cluster, C3H8NO overall, with properties calculated with ωB97M-V with the def2-TZVPD basis set.

Values from the calculation:
LUMO energy ... -3.9700 eV
2S+1 ... 1
Frontier orbital gap ... 9.8 eV
Total charge ... +1

Geometry (Å):
1 C -0.871 1.273 -1.218
2 C 0.489 -1.443 -0.330
3 C -0.390 -0.407 0.271
4 N 0.315 0.575 1.099
5 O -0.353 2.230 -0.778
6 H -1.473 1.054 -2.089
7 H -0.097 -2.161 -0.894
8 H 1.008 -1.996 0.460
9 H 1.242 -1.015 -0.988
10 H -1.358 -0.693 0.648
11 H 1.310 0.336 1.198
12 H -0.099 0.717 2.028
13 H 0.277 1.531 0.593



Least stable structure: #2